ORCA calculation (ωB97M-V with the def2-TZVPD basis set) on 2 unconnected molecules or ions with the total composition C13H10N3O2 at a distorted geometry.

Geometry as XYZ:
```
28
Properties=species:S:1:pos:R:3:forces:R:3:mulliken_charge:R:1
C 0.81574 -0.69390 1.42049 1.02 0.51 0.08 -0.2340
C 1.84993 0.15727 1.67686 -0.86 -0.86 0.05 1.0887
C 3.20518 -0.29123 1.69284 2.69 -1.26 -0.34 -0.3899
N 4.29954 -0.70772 1.71090 -2.43 1.01 0.16 -0.5027
C 1.63994 1.50083 2.11333 -0.40 2.85 0.79 0.0761
N 1.49310 2.60427 2.48308 0.33 -2.54 -0.81 -0.5711
C -0.58362 -0.29785 1.52787 -1.46 0.35 -0.06 0.1276
C -1.07255 0.86619 0.89857 0.19 -0.33 0.07 -0.0466
C -2.41844 1.22459 0.99881 0.04 -0.29 0.28 -0.7799
C -3.30136 0.43716 1.75080 0.41 -0.12 -0.06 -0.3044
C -2.83520 -0.72686 2.38243 0.04 0.30 -0.17 -0.5082
C -1.49696 -1.09173 2.26115 0.53 0.23 -0.26 -0.3392
H 1.03648 -1.73308 1.17736 0.06 0.31 -0.01 0.3780
H -0.37682 1.45822 0.30129 -0.27 -0.16 0.12 0.5158
H -2.77436 2.12428 0.49202 0.10 -0.30 0.17 0.3519
H -4.34849 0.72551 1.84242 0.25 -0.08 -0.04 0.3537
H -3.51857 -1.34827 2.96734 0.23 0.22 -0.20 0.3443
H -1.10631 -1.98244 2.75766 -0.25 0.15 -0.14 0.3702
C 0.03843 -0.50439 -2.73053 0.17 0.01 0.13 -0.2662
C 0.73175 0.14553 -3.91307 0.54 0.32 -0.37 -0.3044
O 2.11439 0.18063 -3.57538 0.17 0.41 -0.95 -0.4095
C 2.30242 -0.36624 -2.29807 -2.63 -0.65 0.69 0.4066
O 3.43106 -0.42233 -1.83718 -0.10 0.07 -0.02 -0.7014
N 1.09113 -0.75051 -1.79173 1.64 -0.09 0.77 -0.4029
H -0.71950 0.18506 -2.31969 -0.13 -0.28 -0.01 0.0925
H -0.46426 -1.42419 -3.07994 -0.11 0.09 0.35 0.2229
H 0.59895 -0.43425 -4.83208 0.09 0.12 -0.07 0.2200
H 0.36838 1.16545 -4.07757 0.15 0.03 -0.15 0.2118
```
Forces are in eV/Å.

The value obtained for the HOMO energy is -0.13181 Eh. Its charge is -1. As for the strongest force on any atom: 0.058 hartree/bohr. The total energy comes out at -816.141009 a.u. As for the HOMO-LUMO gap: 5.7624 eV. The calculation puts the LUMO energy at 2.176 eV.